{
  "formula": "C48H61NO4Se4Y",
  "method": "wB97M-V/def2-TZVPD",
  "homo_lumo_gap_ha": 0.2205,
  "total_charge": -1,
  "homo_ev": -3.9,
  "symbols": ["Y", "C", "O", "C", "C", "C", "C", "C", "C", "C", "C", "C", "C", "C", "C", "C", "C", "C", "C", "C", "C", "C", "C", "C", "C", "C", "C", "C", "C", "C", "C", "C", "C", "O", "C", "C", "C", "C", "C", "O", "C", "C", "C", "C", "C", "C", "O", "C", "C", "C", "C", "H", "H", "H", "H", "H", "H", "H", "H", "H", "H", "H", "H", "H", "H", "H", "H", "H", "H", "H", "H", "H", "H", "H", "H", "H", "H", "H", "H", "H", "H", "H", "H", "H", "H", "H", "H", "H", "H", "H", "H", "H", "H", "H", "H", "H", "H", "H", "H", "H", "H", "H", "H", "H", "H", "H", "H", "H", "H", "Se", "Se", "Se", "Se", "C", "C", "N", "H", "H", "H"],
  "xyz": [[-3.084, 0.138, -2.275], [-4.896, -2.170, -0.363], [-3.802, -1.206, -0.371], [-2.911, -1.514, 0.667], [-2.713, -0.592, 1.746], [-3.413, 0.720, 1.936], [-2.459, 1.885, 1.687], [-1.880, 2.571, 2.768], [-0.908, 3.589, 2.562], [-0.628, 3.913, 1.240], [-1.172, 3.203, 0.087], [-0.620, 3.550, -1.317], [0.527, 2.650, -1.658], [1.790, 2.765, -1.050], [2.801, 1.831, -1.291], [2.552, 0.785, -2.176], [1.319, 0.613, -2.806], [1.041, -0.540, -3.761], [0.787, -1.845, -2.977], [1.861, -2.742, -2.649], [1.630, -3.931, -1.999], [0.300, -4.235, -1.632], [-0.714, -3.264, -1.649], [-1.972, -3.483, -0.793], [-2.023, -2.583, 0.468], [-1.121, -2.922, 1.503], [-1.079, -2.191, 2.673], [-1.787, -0.990, 2.718], [-0.269, -2.599, 3.914], [0.478, -1.365, 4.504], [0.774, -3.680, 3.603], [-1.176, -3.152, 5.065], [-0.474, -2.087, -2.372], [-1.298, -1.034, -2.260], [2.770, -4.872, -1.611], [3.132, -4.782, -0.128], [4.048, -4.602, -2.422], [2.276, -6.338, -1.908], [0.361, 1.615, -2.640], [-0.729, 1.701, -3.462], [-0.352, 2.160, -4.728], [4.096, 1.948, -0.484], [4.819, 3.272, -0.763], [3.760, 1.951, 1.010], [5.001, 0.819, -0.810], [-2.068, 2.162, 0.341], [-2.471, 1.317, -0.621], [-0.128, 4.190, 3.685], [-1.088, 4.719, 4.749], [0.742, 5.387, 3.194], [0.780, 3.075, 4.280], [-5.590, -1.961, 0.454], [-5.375, -2.227, -1.374], [-4.462, -3.193, -0.212], [-4.177, 0.815, 1.127], [-3.856, 0.791, 2.926], [-2.188, 2.303, 3.794], [0.037, 4.741, 1.071], [-1.447, 3.458, -2.013], [-0.238, 4.566, -1.340], [2.020, 3.561, -0.334], [3.310, -0.002, -2.353], [0.230, -0.273, -4.429], [2.001, -0.638, -4.301], [2.879, -2.508, -2.958], [0.095, -5.189, -1.208], [-2.847, -3.278, -1.390], [-2.026, -4.487, -0.431], [-0.441, -3.751, 1.333], [-1.612, -0.362, 3.599], [1.000, -0.817, 3.695], [-0.157, -0.709, 5.113], [1.317, -1.641, 5.153], [1.547, -3.255, 2.937], [1.322, -4.085, 4.470], [0.303, -4.566, 3.168], [-1.924, -2.432, 5.403], [-1.820, -4.046, 4.721], [-0.530, -3.462, 5.952], [2.958, -3.740, 0.267], [2.503, -5.445, 0.473], [4.201, -5.070, 0.060], [4.480, -3.599, -2.148], [4.776, -5.395, -2.149], [3.759, -4.672, -3.509], [1.419, -6.635, -1.241], [1.945, -6.461, -2.951], [3.063, -7.037, -1.718], [0.712, 2.009, -4.930], [-0.887, 1.684, -5.545], [-0.566, 3.236, -4.868], [4.277, 4.164, -0.371], [5.833, 3.252, -0.294], [5.006, 3.448, -1.854], [3.207, 2.831, 1.313], [3.227, 1.048, 1.321], [4.709, 1.984, 1.546], [5.314, 0.802, -1.851], [5.899, 0.947, -0.196], [4.521, -0.154, -0.532], [-1.906, 5.364, 4.359], [-1.470, 3.838, 5.294], [-0.560, 5.377, 5.498], [0.086, 6.216, 2.849], [1.323, 5.745, 4.059], [1.482, 5.153, 2.395], [0.147, 2.323, 4.748], [1.405, 2.550, 3.540], [1.493, 3.485, 5.042], [-4.079, -1.390, -4.613], [-5.970, -0.154, -5.247], [-7.316, -0.584, -3.352], [-6.265, 0.958, -2.046], [-4.631, 4.163, -4.831], [-3.962, 3.075, -4.090], [-3.588, 2.149, -3.492], [-5.610, 4.438, -4.356], [-4.731, 3.904, -5.905], [-3.980, 5.035, -4.669]],
  "atomic_forces_ev_per_a": [[-0.180, -0.313, 0.314], [0.250, -1.218, -0.865], [-0.651, -0.826, 0.400], [1.492, 1.127, 0.009], [0.416, -1.688, -0.028], [-0.325, 0.702, -1.867], [0.507, 0.286, 0.932], [-0.028, 0.018, -0.556], [-0.906, -0.958, -1.324], [-0.989, -1.122, -1.210], [1.075, 1.487, 1.634], [-0.520, -0.287, 1.108], [0.802, -1.208, -1.114], [-0.635, -0.323, -0.110], [-0.234, 0.187, -0.049], [0.191, -0.864, 0.282], [-0.647, 0.910, -0.430], [1.238, -0.412, 1.177], [0.880, -0.847, 0.352], [-1.124, 1.299, -1.071], [-0.624, -0.465, 0.378], [0.444, 1.386, 0.181], [0.372, -1.119, 0.179], [0.220, 1.772, -0.254], [0.523, -0.464, 0.401], [-0.656, 0.152, -0.619], [0.293, 0.237, 0.492], [-0.456, -0.018, 0.250], [0.374, -0.024, 1.227], [0.719, 0.034, -0.418], [0.423, -0.049, -0.309], [-0.465, -1.370, -0.185], [0.269, 2.059, 0.785], [-0.374, -0.982, -0.646], [-0.475, -1.095, -0.551], [0.246, 0.820, 0.920], [-0.305, 0.015, -0.310], [-0.809, 0.624, 0.334], [1.109, 1.005, 1.967], [-0.641, -0.717, 0.026], [0.082, 0.995, -1.372], [-1.074, 0.999, -0.336], [0.728, 0.821, -0.632], [0.526, -0.473, 0.140], [0.668, -1.308, 0.790], [0.158, -1.086, -0.425], [0.080, 1.194, 0.421], [0.895, 0.695, -0.255], [0.258, 0.589, 1.209], [0.138, 0.048, 0.253], [0.589, 0.543, 0.428], [0.005, 0.237, -0.290], [0.233, 0.663, 0.898], [-0.382, 0.893, 0.117], [0.107, -0.186, 0.834], [-0.088, 0.007, 0.016], [0.185, 0.058, -0.606], [0.190, 0.002, -0.413], [0.092, -0.064, -0.331], [-0.224, 0.347, 0.215], [-0.486, -0.184, -0.248], [-0.504, 0.586, 0.142], [-0.081, -0.314, -0.061], [-0.599, -0.320, -0.242], [-0.310, 0.181, -0.085], [-0.245, -0.470, 0.524], [-0.256, -0.053, -0.327], [0.087, -0.826, -0.037], [-0.163, -0.029, 0.030], [-0.339, -0.003, -0.466], [-0.636, 0.076, 0.274], [0.068, -0.016, -0.452], [-0.287, -0.454, 0.153], [-0.368, -0.409, -0.046], [-0.369, 0.554, 0.117], [0.101, 0.173, -0.305], [0.238, 0.238, -0.004], [1.242, 1.091, 0.436], [-0.850, 0.344, -1.134], [0.358, -0.941, -0.403], [0.006, 0.080, 0.007], [-0.897, 0.244, -0.166], [-0.328, -0.987, -0.494], [-0.239, 0.523, -0.385], [0.748, 0.252, 0.914], [0.866, 0.370, -0.658], [0.128, 0.154, 0.287], [0.667, -0.533, 0.136], [-0.067, 0.002, 0.203], [-0.381, -0.531, 0.226], [0.137, -0.144, 0.435], [0.292, -0.667, -0.255], [-0.704, 0.063, -0.120], [-0.306, -0.249, 0.779], [-0.296, 0.097, -0.029], [-0.069, 0.100, -0.087], [0.084, -0.050, 0.242], [-0.074, -0.045, -0.142], [0.068, -0.286, -0.089], [0.506, 0.657, -0.328], [0.418, -0.735, -0.029], [-0.309, 0.603, -0.083], [-0.270, -0.778, -0.569], [0.438, -0.466, 0.125], [-0.184, 0.020, -0.242], [-0.604, -0.030, 0.545], [0.051, -0.090, 0.119], [-0.385, 0.371, -0.050], [-0.683, -0.236, -0.406], [0.338, 0.264, 0.143], [-0.212, -0.536, 0.034], [0.025, -0.055, -0.799], [0.665, 0.360, 1.087], [0.250, 0.297, 0.653], [-0.355, -2.015, 0.880], [-0.478, 2.595, -1.644], [0.766, -0.710, -0.469], [0.030, 0.185, 0.790], [-0.204, -0.050, -0.514]],
  "lowdin_charge": [1.156, -0.054, -0.278, -0.172, -0.098, -0.078, -0.120, 0.014, -0.215, 0.016, -0.086, -0.075, -0.094, 0.027, -0.165, 0.023, -0.134, -0.059, -0.086, 0.006, -0.203, 0.011, -0.111, -0.058, -0.095, 0.030, -0.168, 0.023, -0.533, -0.071, -0.082, -0.062, -0.266, -0.255, -0.560, -0.060, -0.081, -0.060, -0.206, -0.170, -0.088, -0.592, -0.060, -0.049, -0.088, -0.264, -0.245, -0.568, -0.067, -0.074, -0.039, 0.101, 0.070, 0.094, 0.127, 0.119, 0.115, 0.080, 0.097, 0.115, 0.112, 0.109, 0.107, 0.123, 0.095, 0.088, 0.094, 0.109, 0.108, 0.114, 0.094, 0.072, 0.075, 0.091, 0.081, 0.076, 0.066, 0.105, 0.095, 0.097, 0.070, 0.086, 0.090, 0.080, 0.102, 0.080, 0.091, 0.060, 0.103, 0.092, 0.095, 0.084, 0.086, 0.097, 0.063, 0.096, 0.081, 0.088, 0.084, 0.105, 0.097, 0.073, 0.090, 0.094, 0.075, 0.077, 0.065, 0.081, 0.090, -0.188, -0.226, -0.215, -0.221, -0.036, -0.191, 0.079, 0.106, 0.097, 0.079]
}